(1)
Here is a gas-phase ion, C10H12N3O (charge +1) at a distorted geometry from the OMol25 dataset. Energies are from ωB97M-V/def2-TZVPD.

Results
- E_HOMO: -11.90 eV
- SMILES: NN[C@H]1[NH+]=Cc2ccccc2/C1=C/O
- Relative energy (zero: lowest compared OMol25 entry of this formula, charge and spin): 3.239 eV

Structure (ORCA input):
```
! RIJCOSX wB97M-V def2-TZVPD def2/J DEFGRID3
* xyz 1 1
C 3.692 0.051 0.095
C 3.132 -1.284 0.146
C 2.854 1.099 0.022
C 1.864 -1.600 -0.065
C 0.588 1.822 -0.562
C 1.442 0.857 -0.040
C 0.937 -0.525 -0.086
C -0.408 -0.824 -0.477
C -1.448 0.393 -0.374
C -0.911 -2.081 -0.642
N -0.681 1.616 -0.699
N -2.145 0.537 0.828
N -2.795 1.790 0.788
O -2.200 -2.248 -0.988
H 4.800 0.198 0.081
H 3.749 -2.139 0.229
H 3.248 2.148 -0.126
H 1.638 -2.607 0.087
H 1.067 2.767 -0.565
H -2.150 0.223 -1.212
H -0.159 -2.938 -0.770
H -1.332 2.506 -0.866
H -1.932 -0.011 1.645
H -2.512 2.494 1.570
H -3.824 1.591 0.908
H -2.633 -3.111 -1.079
*
```


(2)
Here is 10 unconnected molecules or ions with the total composition C4H27N2O11 at a distorted geometry from the OMol25 dataset. Energies are from ωB97M-V/def2-TZVPD.

Results
- E_HOMO: -6.18 eV
- Relative energy (zero: lowest compared OMol25 entry of this formula, charge and spin): 1.305 eV

Structure (ORCA input):
```
! RIJCOSX wB97M-V def2-TZVPD def2/J DEFGRID3
* xyz -1 1
C 1.859 -2.433 0.541
N 2.339 -1.824 -0.716
C 3.023 -0.629 -0.595
O 2.957 0.161 -1.528
C 1.083 -1.491 1.512
N 1.035 -0.097 1.042
C -0.154 0.167 0.195
O -1.387 -0.357 0.630
H 2.754 -2.857 0.975
H 1.131 -3.184 0.242
H 1.630 -1.826 -1.447
H 3.379 -0.422 0.409
H 1.546 -1.474 2.510
H 0.117 -1.963 1.654
H 0.878 0.503 1.849
H 0.070 -0.217 -0.801
H -0.263 1.266 0.093
H -0.603 2.450 -2.649
H 0.884 2.959 -2.304
O 0.259 2.739 -2.975
H 0.091 2.834 2.425
H -0.065 1.530 3.392
O 0.486 2.299 3.103
H -2.813 0.208 0.139
H -4.076 -0.551 -0.408
O -3.651 0.311 -0.414
H -1.419 0.049 1.992
H -1.771 -0.297 3.494
O -1.378 0.432 3.007
H -2.807 -2.877 1.574
H -1.592 -2.055 0.902
O -1.970 -2.930 1.142
H -0.657 -2.088 -1.466
H -0.291 -1.546 -2.677
O -0.353 -2.457 -2.319
H 1.091 2.710 0.646
H 0.938 4.168 0.593
O 0.555 3.384 0.195
H 0.510 0.706 -3.237
H 1.723 0.006 -2.750
O 0.890 -0.188 -3.251
H -1.745 1.921 -0.944
H -2.547 1.265 -1.896
O -1.686 1.695 -1.883
*
```


(3)
Here is a molecular structure, C9H32N11O7Sn at a distorted geometry from the OMol25 dataset. Energies are from ωB97M-V/def2-TZVPD.

Results
- E_HOMO: -11.73 eV
- Relative energy (zero: lowest compared OMol25 entry of this formula, charge and spin): 0.000 eV

Structure (ORCA input):
```
! RIJCOSX wB97M-V def2-TZVPD def2/J DEFGRID3
* xyz 1 1
Sn -1.657 1.798 -1.550
O 0.645 1.243 -0.213
H 0.094 0.470 -0.016
C -3.235 -1.929 1.761
C -2.937 -1.224 0.434
C -3.448 -1.974 -0.783
O -4.833 -2.217 -0.565
C -5.459 -2.810 -1.680
N -3.466 0.162 0.451
H -2.669 -2.851 1.907
H -4.264 -2.294 1.715
H -3.099 -1.266 2.615
H -1.844 -1.167 0.401
H -3.000 -2.974 -0.754
H -3.264 -1.418 -1.704
H -4.762 -3.474 -2.200
H -5.933 -2.109 -2.374
H -6.282 -3.446 -1.350
H -4.448 0.188 0.194
H -3.401 0.490 1.410
C 0.260 -1.484 -2.236
O -0.873 -0.959 -2.127
N 0.344 -2.794 -2.560
N 1.390 -0.811 -2.088
H -0.511 -3.217 -2.876
H 1.216 -3.255 -2.744
H 1.358 0.179 -1.917
H 2.307 -1.234 -2.040
C -1.063 0.709 2.962
O -1.786 0.700 3.949
N -0.092 -0.198 2.703
N -1.100 1.791 2.126
H 0.044 -1.013 3.271
H 0.563 0.009 1.969
H -1.839 2.459 2.236
H -0.415 1.925 1.397
C 4.129 -1.024 0.102
O 4.352 -0.657 -1.050
N 5.063 -1.733 0.809
N 2.958 -0.740 0.738
H 4.678 -2.066 1.675
H 5.832 -2.138 0.311
H 2.769 -1.068 1.668
H 2.263 -0.235 0.204
C 2.184 2.659 3.082
O 1.948 3.118 4.182
N 1.750 3.222 1.915
N 3.098 1.650 2.925
H 1.376 4.150 2.001
H 1.631 2.736 1.041
H 3.230 1.216 2.028
H 3.340 1.142 3.758
C 1.588 2.971 -3.186
O 0.342 3.015 -3.255
N 2.228 2.487 -2.098
N 2.378 3.418 -4.191
H 3.234 2.518 -2.121
H 1.801 1.954 -1.350
H 1.930 3.918 -4.937
H 3.355 3.481 -3.972
*
```


(4)
Here is 2 unconnected molecules or ions with the total composition C3H6N2O at a distorted geometry from the OMol25 dataset. Energies are from ωB97M-V/def2-TZVPD.

Results
- E_HOMO: -9.28 eV
- SMILES: c1c[nH]cn1.O
- Relative energy (zero: lowest compared OMol25 entry of this formula, charge and spin): 1.169 eV

Structure (ORCA input):
```
! RIJCOSX wB97M-V def2-TZVPD def2/J DEFGRID3
* xyz 0 1
O -1.101 3.654 0.439
H -0.210 4.056 0.328
H -0.924 2.705 0.627
N -1.294 -0.098 0.246
C 0.000 0.000 0.000
C -1.377 -1.028 1.231
C -0.178 -1.349 1.666
N 0.772 -0.737 0.815
H 0.302 0.638 -0.830
H -2.362 -1.295 1.613
H 0.193 -2.005 2.453
H 1.787 -0.852 0.770
*
```


(5)
Here is a molecular structure, C4H8N2O2 at a distorted geometry from the OMol25 dataset. Energies are from ωB97M-V/def2-TZVPD.

Results
- E_HOMO: -8.45 eV
- Relative energy (zero: lowest compared OMol25 entry of this formula, charge and spin): 5.579 eV

Structure (ORCA input):
```
! RIJCOSX wB97M-V def2-TZVPD def2/J DEFGRID3
* xyz 0 1
C 0.535 -0.557 -0.354
C -0.416 0.096 -2.678
C 0.733 -0.303 2.396
C -0.614 -0.313 -1.193
N -0.650 1.311 1.259
N -0.079 0.229 1.335
O 1.641 -0.909 -0.354
O -0.652 2.093 2.262
H -0.828 1.062 -2.828
H -0.831 -0.599 -3.331
H 0.650 -0.015 -2.694
H 1.830 -0.248 2.101
H 0.583 0.223 3.348
H 0.401 -1.322 2.468
H -1.154 0.466 -0.727
H -1.148 -1.215 -1.012
*
```


(6)
Here is C11H16Si in the gas phase at a distorted geometry from the OMol25 dataset. Energies are from ωB97M-V/def2-TZVPD.

Results
- E_HOMO: -8.48 eV
- SMILES: C=C[Si](C)(C)Cc1ccccc1
- Relative energy (zero: lowest compared OMol25 entry of this formula, charge and spin): 0.364 eV

Structure (ORCA input):
```
! RIJCOSX wB97M-V def2-TZVPD def2/J DEFGRID3
* xyz 0 1
C 1.336 -2.363 0.054
C 0.139 -1.961 -0.319
C 1.457 2.262 -2.416
C 0.181 2.553 -1.910
C 2.321 1.520 -1.635
C -0.240 2.031 -0.719
C 1.917 1.011 -0.413
C 0.602 1.195 0.042
C -2.528 -0.552 -0.018
C -1.218 -1.875 2.411
C 0.028 0.607 1.307
Si -0.905 -1.006 0.835
H 1.703 -2.208 1.064
H 1.924 -2.995 -0.567
H -0.231 -2.071 -1.330
H 1.692 2.623 -3.406
H -0.486 3.209 -2.435
H 3.254 1.214 -2.039
H -1.225 2.225 -0.326
H 2.604 0.412 0.224
H -3.259 -1.348 0.177
H -2.312 -0.436 -1.092
H -2.970 0.337 0.394
H -0.355 -2.460 2.753
H -1.423 -1.170 3.206
H -2.106 -2.492 2.268
H 0.771 0.427 2.093
H -0.671 1.311 1.797
*
```


(7)
Here is C19H20N4O3S in the gas phase at a distorted geometry from the OMol25 dataset. Energies are from ωB97M-V/def2-TZVPD.

Results
- E_HOMO: -8.09 eV
- SMILES: C=CCNc1nc2cc(-c3cccc(C(=O)NCCO)c3)sc2c(=O)n1C
- Relative energy (zero: lowest compared OMol25 entry of this formula, charge and spin): 3.430 eV

Structure (ORCA input):
```
! RIJCOSX wB97M-V def2-TZVPD def2/J DEFGRID3
* xyz 0 1
O 2.934 -4.275 1.733
O -3.240 2.501 -1.618
N 2.475 -0.327 1.721
O -7.208 2.432 -3.299
S 0.304 -3.216 0.217
C 2.789 -3.053 1.725
C -3.737 1.553 -2.181
C 3.419 -0.877 2.423
C 7.239 1.514 2.514
C 0.363 -0.628 0.341
C 1.598 -1.117 1.012
C 1.675 -2.466 1.046
C -0.461 -1.657 -0.143
C 6.053 1.035 1.974
C -3.941 -2.163 -1.684
C -4.278 -0.866 -1.999
C -2.711 -2.439 -1.063
C -2.143 -0.097 -1.186
C -3.408 0.199 -1.783
C -1.764 -1.400 -0.811
N 3.596 -2.261 2.460
N 4.299 -0.064 3.143
N -4.495 1.801 -3.331
C 4.727 -2.841 3.198
C 4.751 1.248 2.696
C -6.207 3.472 -3.105
C -4.895 3.138 -3.751
H -7.988 2.613 -2.751
H 7.286 2.042 3.454
H 8.196 1.455 2.022
H 0.158 0.407 0.321
H 6.094 0.510 1.028
H -4.642 -2.951 -1.911
H -5.254 -0.662 -2.472
H -2.489 -3.451 -0.735
H -1.430 0.706 -1.073
H 4.888 -0.503 3.803
H -4.895 0.977 -3.817
H 4.700 -2.541 4.263
H 4.757 -3.958 3.223
H 5.701 -2.535 2.760
H 4.850 1.937 3.505
H 4.083 1.776 1.986
H -6.014 3.607 -2.045
H -6.601 4.360 -3.519
H -4.156 3.909 -3.448
H -4.978 3.158 -4.846
*
```


(8)
Here is 2 unconnected molecules or ions with the total composition C7H5OS2 at a distorted geometry from the OMol25 dataset. Energies are from ωB97M-V/def2-TZVPD.

Results
- E_HOMO: -2.84 eV
- Relative energy (zero: lowest compared OMol25 entry of this formula, charge and spin): 0.000 eV

Structure (ORCA input):
```
! RIJCOSX wB97M-V def2-TZVPD def2/J DEFGRID3
* xyz -1 1
C -2.210 0.531 0.145
C -1.062 1.210 -0.233
C -2.122 -0.822 0.442
C 0.148 0.556 -0.317
C -0.917 -1.483 0.360
C 0.252 -0.812 -0.031
C 3.660 0.542 -0.342
O 3.790 0.565 -1.499
S 3.829 0.876 1.172
S 1.735 -1.668 -0.164
H -3.160 1.044 0.214
H -1.115 2.266 -0.472
H -3.012 -1.364 0.742
H 1.038 1.097 -0.611
H -0.854 -2.538 0.593
*
```


(9)
Here is 2 unconnected molecules or ions with the total composition C5H16N2O at a distorted geometry from the OMol25 dataset. Energies are from ωB97M-V/def2-TZVPD.

Results
- E_HOMO: -9.36 eV
- SMILES: CC(N)(N)CO.CC
- Relative energy (zero: lowest compared OMol25 entry of this formula, charge and spin): 1.131 eV

Structure (ORCA input):
```
! RIJCOSX wB97M-V def2-TZVPD def2/J DEFGRID3
* xyz 0 1
C -1.613 0.187 -1.195
C -0.208 -0.282 -1.593
C -2.174 -0.719 -0.092
N -2.461 0.057 -2.371
N -1.513 1.592 -0.791
H -3.422 0.272 -2.129
H -2.174 0.735 -3.068
H -2.328 1.871 -0.253
H -0.699 1.714 -0.196
H -3.157 -0.363 0.221
H 1.315 -0.692 -0.926
H -0.269 -1.310 -1.963
H 0.177 0.363 -2.391
H -1.500 -0.711 0.764
H -2.281 -1.738 -0.461
C 2.345 0.559 2.030
C 3.060 -0.774 2.193
O 0.709 -0.118 -0.360
H 1.673 0.514 1.141
H 1.753 0.798 2.909
H 3.070 1.368 1.948
H 2.321 -1.577 2.246
H 3.740 -0.742 3.040
H 3.635 -1.004 1.299
*
```


(10)
Here is a molecular structure, C19H42AuNO3P3 at a distorted geometry from the OMol25 dataset. Energies are from ωB97M-V/def2-TZVPD.

Results
- E_HOMO (spin up / spin down): -15.71 / -15.67 eV
- Relative energy (zero: lowest compared OMol25 entry of this formula, charge and spin): 2.236 eV

Structure (ORCA input):
```
! RIJCOSX wB97M-V def2-TZVPD def2/J DEFGRID3
* xyz 3 3
Au -0.393 0.480 0.789
P -1.358 1.385 2.859
P -2.131 1.079 -0.712
P 1.625 -0.341 1.709
H 3.165 1.350 -6.885
C 3.717 0.489 -6.480
C 3.171 -0.744 -6.380
H 2.150 -1.003 -6.725
C -0.604 3.022 3.128
C -3.151 1.696 2.877
C -1.139 0.405 4.362
C -2.025 0.619 -2.458
C -3.770 0.455 -0.251
C -2.160 2.904 -0.683
C 2.601 -1.354 0.590
C 1.558 -1.326 3.228
C 2.643 1.104 2.149
H 4.782 0.644 -6.230
H 3.795 -1.577 -5.992
H -1.034 3.457 4.045
H -0.822 3.684 2.272
H 0.489 2.932 3.235
H -3.385 2.228 3.812
H -3.671 0.729 2.876
H -3.469 2.298 2.017
H -0.324 0.836 4.967
H -0.920 -0.646 4.108
H -2.087 0.442 4.932
H -2.977 0.838 -2.946
H -1.803 -0.447 -2.508
H -1.219 1.164 -2.951
H -4.540 1.205 -0.491
H -3.831 0.189 0.810
H -3.961 -0.458 -0.837
H -3.020 3.276 -1.252
H -1.232 3.255 -1.150
H -2.202 3.279 0.347
H 3.479 -1.746 1.124
H 2.916 -0.768 -0.281
H 1.957 -2.181 0.257
H 2.551 -1.768 3.383
H 0.831 -2.137 3.102
H 1.292 -0.707 4.092
H 3.622 0.763 2.492
H 2.147 1.671 2.940
H 2.761 1.736 1.267
C 1.294 -0.397 -2.565
C 1.631 1.006 -2.600
C 2.956 1.358 -2.817
C 3.912 0.387 -3.160
C 3.490 -0.920 -3.459
C 2.150 -1.278 -3.323
O 0.382 -0.892 -1.842
H 0.786 1.228 -0.325
H 0.851 1.717 -2.311
H 3.234 2.395 -2.719
H 4.982 0.639 -3.312
H 4.224 -1.605 -3.906
H 1.750 -2.247 -3.625
N -3.586 -3.511 2.103
C -2.270 -3.953 1.645
C -1.477 -2.676 1.331
O -0.278 -2.816 1.011
O -2.165 -1.608 1.448
H -3.511 -3.151 3.061
H -4.273 -4.258 2.113
H -3.894 -2.726 1.513
H -1.797 -4.542 2.433
H -2.417 -4.561 0.747
*
```


(11)
Here is a molecular structure, C39H44IN10O4S2Sc at a distorted geometry from the OMol25 dataset. Energies are from ωB97M-V/def2-TZVPD.

Results
- E_HOMO: -6.78 eV
- Relative energy (zero: lowest compared OMol25 entry of this formula, charge and spin): 1.729 eV

Structure (ORCA input):
```
! RIJCOSX wB97M-V def2-TZVPD def2/J DEFGRID3
* xyz 0 1
Sc -0.514 -0.097 -0.097
C -2.264 3.629 -0.409
C -3.564 2.918 -0.799
C -3.411 1.405 -1.042
N -2.635 0.797 0.031
C -3.222 0.704 1.212
C -4.619 0.841 1.417
C -5.354 1.193 2.522
C -4.900 1.563 3.783
C -3.612 1.387 4.254
C -2.540 0.756 3.651
C -2.329 0.318 2.327
N -1.272 -0.390 1.951
C -0.491 -1.054 2.983
C 0.712 -0.221 3.445
C 1.713 -0.052 2.304
N 1.195 0.680 1.157
C 1.506 1.959 1.035
C 2.059 2.745 2.076
C 2.727 3.951 2.064
C 3.179 4.687 0.979
C 2.852 4.452 -0.346
C 1.906 3.590 -0.859
C 1.140 2.557 -0.272
N 0.133 1.949 -0.882
C -0.499 2.636 -1.999
C -1.268 3.887 -1.541
H -1.761 3.042 0.365
H -2.527 4.596 0.027
H -4.000 3.385 -1.684
H -4.260 3.044 0.034
H -2.913 1.221 -1.992
H -4.414 0.967 -1.142
H -5.212 0.636 0.534
H -6.426 1.248 2.364
H -5.625 1.988 4.465
H -3.426 1.734 5.266
H -1.678 0.657 4.298
H -0.138 -1.997 2.549
H -1.128 -1.303 3.842
H 1.210 -0.744 4.265
H 0.386 0.759 3.806
H 1.962 -1.057 1.952
H 2.629 0.420 2.684
H 1.895 2.340 3.065
H 2.994 4.342 3.040
H 3.827 5.528 1.184
H 3.339 5.089 -1.076
H 1.738 3.723 -1.922
H -1.189 1.942 -2.467
H 0.226 2.944 -2.774
H -1.786 4.316 -2.404
H -0.533 4.614 -1.181
N 3.808 0.271 -0.353
C 3.578 -1.051 -0.250
O 2.476 -1.539 -0.117
C 4.819 -1.914 -0.359
I 6.088 -1.584 1.347
H 3.031 0.891 -0.168
H 4.739 0.648 -0.279
H 5.401 -1.665 -1.244
H 4.548 -2.964 -0.359
N 0.229 -7.438 -3.890
C -0.327 -6.601 -2.953
C 0.431 -6.120 -1.879
C -0.086 -5.154 -1.037
C -1.376 -4.688 -1.226
C -2.165 -5.218 -2.232
C -1.645 -6.159 -3.096
S -1.990 -3.333 -0.222
O -1.495 -3.484 1.116
O -3.412 -3.229 -0.423
N -1.251 -2.001 -0.830
C -1.650 -1.544 -2.003
S -2.757 -2.339 -3.092
C -2.425 -1.100 -4.271
C -1.560 -0.201 -3.760
N -1.144 -0.424 -2.481
H 1.056 -7.950 -3.635
H -0.400 -7.935 -4.497
H 1.430 -6.499 -1.725
H 0.495 -4.750 -0.223
H -3.186 -4.886 -2.332
H -2.254 -6.546 -3.900
H -2.887 -1.110 -5.237
H -1.169 0.648 -4.294
N 2.738 2.137 -4.632
C 2.837 0.901 -5.172
O 3.384 0.700 -6.236
C 2.236 -0.209 -4.370
C 2.052 -1.441 -4.997
C 1.552 -2.496 -4.258
C 1.216 -2.275 -2.930
N 1.344 -1.097 -2.336
C 1.871 -0.100 -3.032
H 3.085 2.921 -5.160
H 2.209 2.303 -3.796
H 2.320 -1.541 -6.038
H 1.421 -3.473 -4.696
H 0.824 -3.076 -2.317
H 2.009 0.814 -2.469
*
```